DFT (the ωB97M-V functional and the def2-TZVPD basis) results for 2 unconnected molecules or ions with the total composition C4H12N2O2 at a distorted geometry.

Last column: natural (NBO) charge in e.
Geometry (Å):
O -0.872 -1.066 1.868  -0.60
O 2.840 -2.270 0.460  -0.93
N -0.771 1.080 1.216  -0.68
N 0.628 2.354 -0.289  -0.87
C -1.491 -0.853 -0.409  -0.53
C -1.047 -0.319 0.977  0.70
C -0.247 -1.160 -1.258  -0.61
C -0.742 2.043 0.046  -0.05
H 0.774 2.345 -1.370  0.36
H 1.382 1.728 0.026  0.38
H -1.237 3.124 0.620  0.14
H -0.037 1.308 2.027  0.41
H 3.655 -2.696 0.802  0.46
H 0.703 -0.562 -0.828  0.21
H 2.559 -1.903 1.287  0.46
H -2.417 -0.328 -0.664  0.23
H -0.177 -0.728 -2.262  0.22
H -0.056 -2.207 -1.209  0.23
H -1.506 1.989 -0.773  0.22
H -1.943 -1.880 -0.269  0.24

Computed properties:
- structure (SMILES) = CCC(=O)NCN.O
- relative energy (zero: lowest compared OMol25 entry of this formula, charge and spin) (kcal per mole) = 82.0
- total charge = 0
- energy (eV) = -11415.6592



DFT (the ωB97M-V functional and the def2-TZVPD basis) results for C4H12N2O2 in the gas phase at a distorted geometry.

Last column: natural (NBO) charge in e.
Geometry (Å):
O -1.819 -0.617 0.953  -0.74
O -2.238 1.037 -0.648  -0.72
N 0.686 -0.940 -0.532  -0.63
N 1.431 1.306 -0.604  -0.85
C -1.873 -0.300 -0.414  0.33
C 0.943 0.246 0.261  0.11
C -0.530 -0.943 -1.266  -0.23
C 1.929 -0.058 1.379  -0.62
H 1.735 2.121 -0.085  0.36
H -0.462 -0.275 -2.128  0.19
H 2.904 -0.290 0.958  0.22
H 0.728 1.599 -1.270  0.35
H 2.033 0.811 2.023  0.21
H -2.716 -0.841 -0.869  0.14
H -2.664 -0.383 1.356  0.48
H -0.085 0.534 0.678  0.14
H -0.777 -1.962 -1.557  0.21
H 1.585 -0.898 1.980  0.21
H 0.750 -1.760 0.060  0.37
H -1.561 1.615 -0.274  0.47

Computed properties:
- structure (SMILES) = C[C@@H](N)NCC(O)O
- relative energy (zero: lowest compared OMol25 entry of this formula, charge and spin) (kcal per mole) = 52.7
- total charge = 0
- energy (eV) = -11416.9332



DFT (the ωB97M-V functional and the def2-TZVPD basis) results for 2 unconnected molecules or ions with the total composition C4H12N2O2 at a distorted geometry.

Last column: natural (NBO) charge in e.
Geometry (Å):
O -0.448 -2.050 -0.720  -0.60
O 2.160 -0.207 1.447  -0.97
N -0.550 -0.095 0.510  -0.48
N 1.593 0.058 -1.728  -0.83
C -0.414 -0.848 -0.703  0.67
C -1.567 -0.522 1.475  -0.42
C -0.540 1.407 0.322  -0.42
C 0.173 -0.143 -1.999  -0.31
H 1.637 0.442 1.931  0.48
H -1.280 1.959 0.931  0.21
H -1.239 -0.608 2.509  0.20
H -2.380 0.229 1.366  0.18
H 0.107 -0.808 -2.860  0.23
H 0.389 1.742 0.764  0.19
H 1.847 0.450 -0.818  0.38
H -2.123 -1.445 1.242  0.23
H 2.036 -0.852 -1.740  0.36
H -0.693 1.541 -0.735  0.21
H 1.709 -0.982 1.089  0.50
H -0.417 0.733 -2.285  0.18

Computed properties:
- structure (SMILES) = CN(C)C(=O)CN.O
- relative energy (zero: lowest compared OMol25 entry of this formula, charge and spin) (kcal per mole) = 58.1
- total charge = 0
- energy (eV) = -11416.6983



DFT (the ωB97M-V functional and the def2-TZVPD basis) results for 2 unconnected molecules or ions with the total composition C4H12N2O2 at a distorted geometry.

Last column: natural (NBO) charge in e.
Geometry (Å):
O 0.343 -3.224 0.617  -0.94
O 2.784 0.084 0.865  -0.62
N -0.613 0.492 -0.245  -0.45
N 1.923 0.086 -1.157  -0.84
C -1.043 1.896 -0.354  -0.42
C -1.812 -0.342 -0.054  -0.42
C 0.380 0.339 0.844  -0.33
C 1.743 0.067 0.225  0.65
H -1.880 2.059 0.346  0.17
H 0.486 -2.526 -0.024  0.47
H 1.174 0.107 -1.822  0.41
H 1.214 -3.318 1.054  0.48
H 2.873 0.289 -1.414  0.41
H 0.531 1.320 1.325  0.23
H -2.318 -0.433 -1.012  0.20
H -1.465 -1.344 0.168  0.22
H 0.028 -0.303 1.630  0.24
H -2.576 0.118 0.606  0.17
H -1.542 2.022 -1.319  0.20
H -0.229 2.610 -0.280  0.21

Computed properties:
- structure (SMILES) = CN(C)CC(N)=O.O
- relative energy (zero: lowest compared OMol25 entry of this formula, charge and spin) (kcal per mole) = 41.9
- total charge = 0
- energy (eV) = -11417.4004



DFT (the ωB97M-V functional and the def2-TZVPD basis) results for 2 unconnected molecules or ions with the total composition C4H12N2O2 at a distorted geometry.

Last column: natural (NBO) charge in e.
Geometry (Å):
O -0.652 -3.051 -0.492  -0.96
O 0.569 2.028 2.475  -0.53
N 0.255 -0.501 -2.159  -0.87
N -0.909 0.602 0.430  -0.60
C -0.286 -0.046 1.594  -0.34
C 0.984 0.327 -1.166  -0.23
C 0.017 1.274 -0.506  -0.24
C 0.062 0.954 2.675  0.41
H 0.574 -0.629 1.282  0.22
H -0.606 1.663 -1.328  0.18
H 0.368 2.199 -0.046  0.21
H -0.202 0.758 3.726  0.11
H -1.514 1.330 0.781  0.36
H -1.184 -3.301 -1.247  0.47
H 0.891 -1.030 -2.738  0.37
H 1.948 0.705 -1.514  0.19
H -1.064 -0.683 2.016  0.22
H 1.331 -0.416 -0.430  0.17
H -0.430 0.076 -2.625  0.37
H -0.151 -2.259 -0.728  0.49

Computed properties:
- structure (SMILES) = NCCNCC=O.O
- relative energy (zero: lowest compared OMol25 entry of this formula, charge and spin) (kcal per mole) = 62.8
- total charge = 0
- energy (eV) = -11416.4923



DFT (the ωB97M-V functional and the def2-TZVPD basis) results for 2 unconnected molecules or ions with the total composition C4H12N2O2 at a distorted geometry.

Last column: natural (NBO) charge in e.
Geometry (Å):
O -1.701 0.192 2.683  -0.51
O 2.603 0.388 1.706  -0.91
N -0.799 0.700 -0.182  -0.63
N 1.972 -0.877 -0.832  -0.84
C -2.142 -0.191 1.618  0.41
C -0.656 -0.362 -1.232  -0.25
C 0.792 -0.208 -1.713  -0.25
C -2.122 0.760 0.462  -0.34
H 0.980 -0.727 -2.649  0.20
H -1.344 -0.104 -2.081  0.20
H 3.414 0.475 1.241  0.46
H -0.021 0.819 0.388  0.38
H 1.095 0.881 -1.977  0.20
H -0.931 -1.284 -0.727  0.18
H -2.185 1.827 0.818  0.22
H 1.586 -1.380 -0.065  0.34
H 2.535 -0.488 1.826  0.46
H -2.879 0.780 -0.268  0.21
H 2.297 0.053 -0.446  0.36
H -2.493 -1.252 1.429  0.11

Computed properties:
- structure (SMILES) = NCCNCC=O.O
- relative energy (zero: lowest compared OMol25 entry of this formula, charge and spin) (kcal per mole) = 89.0
- total charge = 0
- energy (eV) = -11415.3562



DFT (the ωB97M-V functional and the def2-TZVPD basis) results for 2 unconnected molecules or ions with the total composition C4H12N2O2 at a distorted geometry.

Last column: natural (NBO) charge in e.
Geometry (Å):
O 2.867 0.683 0.461  -0.99
O 0.636 -0.545 1.217  -0.67
N -1.130 -1.645 0.175  -0.61
N 0.151 0.468 -1.542  -0.88
C -0.333 -0.525 0.448  0.71
C -0.487 0.808 -0.299  -0.15
C 0.076 2.082 0.426  -0.64
C -2.285 -1.602 -0.705  -0.41
H 3.457 -0.121 0.598  0.46
H -0.190 0.989 -2.376  0.39
H 1.045 2.479 -0.010  0.24
H 2.004 0.249 0.818  0.49
H -2.454 -2.692 -1.156  0.22
H -0.709 2.786 0.331  0.20
H 1.154 0.351 -1.282  0.40
H -2.141 -0.981 -1.511  0.21
H -1.494 1.216 -0.598  0.20
H -3.142 -1.054 -0.147  0.19
H 0.356 1.787 1.563  0.24
H -0.880 -2.456 0.692  0.41

Computed properties:
- structure (SMILES) = CNC(=O)[C@@H](C)N.O
- relative energy (zero: lowest compared OMol25 entry of this formula, charge and spin) (kcal per mole) = 57.4
- total charge = 0
- energy (eV) = -11416.7264



DFT (the ωB97M-V functional and the def2-TZVPD basis) results for 2 unconnected molecules or ions with the total composition C4H12N2O2 at a distorted geometry.

Last column: Mulliken spin population.
Geometry (Å):
O 1.495 1.836 1.255  0.54
O 1.448 1.061 4.163  0.00
N 0.276 1.268 -0.626  0.03
N -0.283 0.653 1.669  0.55
C -0.327 -1.039 -1.407  0.00
C -0.800 0.416 -1.110  -0.01
C 0.550 1.367 0.690  -0.08
C -0.956 -1.723 -2.625  0.00
H -1.762 0.300 -0.631  0.00
H 0.221 0.734 2.574  -0.02
H 0.749 -1.172 -1.595  0.00
H 2.201 1.654 4.011  0.00
H 1.113 1.077 -1.156  0.00
H -0.389 -0.322 1.390  -0.02
H -1.051 0.884 -2.068  0.01
H -0.489 -1.588 -0.467  0.00
H -0.345 -1.682 -3.520  0.00
H 1.543 0.298 4.697  0.00
H -1.927 -1.293 -2.888  0.00
H -1.269 -2.729 -2.357  0.00

Computed properties:
- relative energy (zero: lowest compared OMol25 entry of this formula, charge and spin) (kcal per mole) = 47.5
- total charge = +1
- ⟨S²⟩ = 0.762
- energy (eV) = -11408.5495
- spin multiplicity = 2



- The highest energy belongs to which entry?
  number 8